61
Properties=species:S:1:pos:R:3:forces:R:3:lowdin_spin:R:1 method="wB97M-V/def2-TZVPD" e_homo_ev="-18.03 / -18.03" largest_force_ha_per_bohr=0.14401 total_charge=+3 lumo_energy_ev="-12.210 / -12.709" e_tot_ev=-140183.566 multiplicity=3 orbital_gap_ev="5.824 / 5.321"
V -0.322025 0.356249 -0.643372 4.0 1.4 -0.3 1.06
P -1.895538 -1.279020 -0.354622 -1.7 -1.0 1.0 0.02
P 1.368809 -0.079661 1.448348 0.6 0.1 1.5 -0.01
P 1.150758 -0.845823 -2.035102 2.0 -1.6 -1.2 0.00
H -3.400261 2.676953 -4.457178 0.1 -0.6 0.5 0.00
C -3.471851 1.592238 -4.614841 -0.5 -0.8 -0.1 0.00
C -3.196634 0.581236 -3.770722 -0.6 0.7 -0.6 0.00
H -2.795739 0.726425 -2.755694 -0.4 0.1 -0.6 0.00
C -3.402010 -0.725906 0.497996 -0.1 0.5 -0.2 0.00
C -1.251170 -2.552939 0.773119 0.6 -0.1 0.0 0.00
C -2.391943 -2.079198 -1.870573 0.0 -0.3 -0.4 0.02
C 2.727847 1.129402 1.765800 -0.3 0.4 -0.6 0.00
C 0.534016 -0.090891 3.079048 -0.4 0.0 -0.1 0.00
C 2.331677 -1.642667 1.504433 -0.3 -0.3 -0.5 0.00
C 0.582663 -0.712223 -3.763185 -0.5 0.3 0.0 -0.01
C 1.437075 -2.648759 -1.845542 -0.2 0.0 0.2 0.00
C 2.851731 -0.178321 -2.090723 0.1 0.3 0.2 0.01
H -3.858545 1.367307 -5.618960 0.0 -0.1 0.5 0.00
H -3.470510 -0.446337 -4.067229 0.3 0.7 0.0 0.00
H -3.879726 0.061130 -0.100362 0.0 -0.2 0.1 0.00
H -3.176603 -0.300646 1.486842 0.0 -0.3 -0.3 0.00
H -4.101318 -1.559400 0.608840 0.1 0.0 0.0 0.00
H -1.016080 -2.143043 1.762496 -0.2 0.0 -0.3 0.00
H -0.337619 -3.012160 0.385490 -0.1 0.0 0.0 0.00
H -1.993261 -3.342462 0.903052 -0.1 0.0 -0.1 0.00
H -2.832599 -1.346363 -2.542314 0.0 -0.1 0.2 0.00
H -3.132372 -2.847611 -1.650579 0.0 -0.1 0.0 0.00
H -1.536205 -2.534403 -2.381205 -0.2 0.0 0.2 0.00
H 3.406425 0.733611 2.537726 -0.4 0.0 -0.2 0.00
H 2.313365 2.085739 2.110274 0.1 -0.2 -0.1 0.00
H 3.297588 1.308845 0.844785 -0.1 0.0 0.3 0.00
H 1.275287 0.071532 3.877108 -0.2 -0.1 -0.3 0.00
H 0.036195 -1.060085 3.238522 0.2 0.4 0.1 0.00
H -0.219085 0.712040 3.111508 0.3 -0.3 0.2 0.00
H 3.006460 -1.644482 2.370335 -0.3 0.2 -0.1 0.00
H 2.936802 -1.765982 0.599922 0.0 0.0 0.3 0.00
H 1.654666 -2.498367 1.597476 0.2 0.1 0.0 0.00
H 1.334426 -1.195711 -4.404226 -0.2 0.1 0.2 0.00
H 0.464726 0.339433 -4.057057 0.0 -0.3 0.1 0.00
H -0.385421 -1.216884 -3.884143 0.3 0.1 -0.1 0.00
H 2.071518 -2.988646 -2.679297 -0.2 0.2 0.2 0.00
H 0.487249 -3.199049 -1.875598 0.3 0.1 0.0 0.00
H 1.949682 -2.868878 -0.899958 -0.2 0.0 -0.3 0.00
H 3.363670 -0.595875 -2.975572 -0.2 0.1 0.4 0.00
H 3.412323 -0.457222 -1.181537 -0.2 0.1 -0.4 0.00
H 2.822945 0.920455 -2.170384 0.1 -0.5 0.0 0.00
C 0.627087 2.945471 -2.667562 -0.5 0.3 0.9 0.17
C -0.626195 2.921601 -3.311583 0.0 -0.9 -1.0 0.08
C -0.633598 2.671211 -4.673067 -0.7 0.4 0.5 0.02
C 0.555286 2.659686 -5.417992 -0.4 0.0 -0.1 0.18
C 1.794356 2.907329 -4.790817 -0.1 0.1 0.2 0.02
C 1.820370 3.040708 -3.402071 0.8 0.1 -1.2 0.08
Se 0.652799 2.824269 -0.793525 0.2 -0.7 -0.7 0.37
H -1.477214 0.821819 -1.556476 -1.4 0.5 0.3 -0.03
H -1.542696 2.984007 -2.739486 0.0 0.0 -0.1 0.00
H -1.603399 2.486077 -5.140761 0.8 0.3 -0.1 0.00
H 0.425762 2.473472 -6.491638 0.6 0.2 0.4 0.01
H 2.681891 2.996422 -5.428238 -0.2 -0.1 0.6 0.00
H 2.759473 3.220207 -2.891455 0.0 0.0 0.0 0.00
O -1.812543 2.042013 1.555813 2.5 -3.0 -3.9 0.02
C -1.274468 1.398825 0.735513 -3.5 3.8 5.3 0.02

=====

77
Properties=species:S:1:pos:R:3:forces:R:3:lowdin_charge:R:1 method="wB97M-V/def2-TZVPD" e_homo_ev=-9.05 largest_force_ha_per_bohr=0.09220 total_charge=0 lumo_energy_ev=-0.201 e_tot_ev=-75098.516 orbital_gap_ev=8.850
N -2.913875 0.232308 4.372137 -0.2 0.3 -0.2 -0.14
P -3.737771 1.418040 3.818623 0.2 -0.4 0.1 0.41
O -5.317418 1.415439 3.942362 -0.1 -0.2 0.0 -0.12
O -3.405111 2.834454 4.431100 -0.1 0.2 0.1 -0.10
C -3.473923 1.690471 2.008161 0.0 -0.5 0.5 -0.72
I -4.037664 -0.261326 1.133496 -0.2 -0.1 -0.1 0.99
O -4.399735 2.615123 1.541752 0.2 0.3 -0.3 -0.01
C -3.863374 3.264807 0.447872 -0.5 0.6 -0.4 -0.54
O -4.511582 3.912096 -0.320313 0.6 -0.6 0.7 0.18
O -2.543111 3.076219 0.425474 0.1 -0.4 0.1 0.10
C -2.104243 2.202409 1.550563 -0.3 1.0 -0.8 -0.27
C -1.169495 1.171018 0.939102 0.0 0.1 0.0 -0.10
C 0.163552 1.779622 0.497233 0.6 -0.1 0.4 -0.24
O 1.097084 1.812719 1.553728 -0.2 3.2 -3.5 0.01
C 0.714047 0.978908 -0.679662 0.2 0.3 -0.2 -0.55
F 1.971942 1.328725 -0.982442 -0.2 -0.1 0.0 0.16
F -0.035394 1.163512 -1.784075 0.0 -0.1 0.2 0.14
F 0.724365 -0.353746 -0.420937 0.0 0.2 -0.7 0.11
B -1.253312 3.134729 2.594663 0.2 -0.4 0.4 -0.57
N -0.921263 4.508111 2.371620 -0.7 -0.2 -0.2 0.22
O -0.792460 2.503454 3.725581 0.5 0.0 -0.3 0.13
H -3.496781 -0.482714 4.791975 0.3 -0.1 0.1 0.00
H -5.682028 0.584535 3.605528 -0.2 0.1 0.0 0.07
H -2.581275 2.752256 4.939555 0.0 0.2 -0.1 0.09
H -0.960779 0.398010 1.683873 -0.3 0.0 -0.2 0.11
H -1.664239 0.723882 0.078362 -0.1 -0.1 0.1 0.08
H 0.023076 2.789564 0.113727 0.0 0.1 -0.1 0.16
H 1.156402 0.933765 1.966578 0.3 0.7 0.1 -0.06
H -1.627483 5.047713 1.889740 0.2 0.0 -0.3 0.09
H -0.022952 4.660186 1.933135 0.2 0.2 0.4 0.10
H -0.558623 1.571046 3.586711 -0.5 0.1 0.1 0.07
C -0.894813 1.051925 -5.695279 0.1 0.1 0.0 -0.11
O 0.307449 0.322439 -5.780232 -0.1 -0.3 -0.1 -0.19
C 0.710535 -0.264516 -4.556414 0.1 0.2 0.0 -0.21
C 1.368227 -1.607023 -4.767715 0.2 0.0 0.0 -0.18
O 0.486180 -2.647626 -5.146140 0.0 -0.1 0.1 -0.12
C -0.019058 -2.668242 -6.468315 -0.1 0.0 0.0 -0.19
C 0.986580 -3.055468 -7.526004 0.0 0.0 -0.2 -0.21
O 1.902927 -2.008531 -7.787318 0.1 0.0 0.3 -0.19
C 3.199706 -2.451966 -8.108748 0.0 0.0 -0.1 -0.12
H -0.751445 2.010877 -5.183824 0.0 0.0 0.0 0.09
H -1.231538 1.245025 -6.712482 0.0 0.0 0.0 0.09
H -1.671126 0.482778 -5.171852 0.0 0.0 0.0 0.09
H -0.147432 -0.385321 -3.887341 0.0 0.0 0.0 0.11
H 1.435385 0.400066 -4.066754 0.0 0.0 0.1 0.13
H 1.763201 -1.919233 -3.797595 0.0 0.0 0.0 0.13
H 2.212568 -1.523098 -5.455693 -0.1 0.1 -0.1 0.12
H -0.511263 -1.728613 -6.727611 0.1 0.1 0.0 0.12
H -0.780821 -3.451312 -6.456558 0.0 0.0 0.0 0.13
H 0.438807 -3.288512 -8.449470 0.0 -0.1 0.0 0.13
H 1.516547 -3.958959 -7.203009 0.0 0.0 0.0 0.12
H 3.562030 -3.187757 -7.381587 0.0 0.0 0.0 0.09
H 3.856185 -1.584056 -8.083571 0.0 0.0 0.0 0.09
H 3.240303 -2.894454 -9.110846 0.0 0.0 0.0 0.09
C 4.609865 -1.105843 3.709026 0.1 0.0 0.1 -0.10
O 3.335812 -1.041754 4.308376 -0.2 0.0 -0.2 -0.19
C 2.851728 0.272538 4.499573 0.2 -0.1 0.1 -0.18
C 1.356124 0.346255 4.312621 0.3 0.3 0.8 -0.12
O 0.922708 0.207326 2.966785 -0.5 -3.4 2.9 -0.17
C 0.954925 -1.083590 2.363827 -0.1 -1.2 -0.3 -0.12
C -0.087840 -2.061831 2.856870 0.1 0.0 0.1 -0.18
O 0.219935 -2.622772 4.117126 0.2 0.4 0.0 -0.18
C -0.915544 -2.839372 4.925963 -0.1 -0.1 0.1 -0.10
H 5.402331 -0.827209 4.412749 0.0 0.0 0.0 0.09
H 4.768883 -2.135174 3.393023 0.0 0.0 0.0 0.09
H 4.670505 -0.456115 2.828859 0.0 0.0 0.0 0.09
H 3.338840 0.967221 3.805418 0.0 0.0 0.0 0.13
H 3.081229 0.596502 5.523726 0.0 0.1 -0.1 0.14
H 1.049658 1.354187 4.603350 0.1 -0.1 0.0 0.13
H 0.839682 -0.356535 4.968568 0.0 -0.2 -0.2 0.14
H 1.952823 -1.524133 2.388121 0.0 0.1 0.2 0.14
H 0.709430 -0.883675 1.316564 0.2 -0.3 0.6 0.11
H -0.152224 -2.868744 2.114132 -0.1 0.1 -0.1 0.14
H -1.043899 -1.534197 2.894000 -0.2 0.0 0.0 0.10
H -1.545938 -1.944259 4.969650 0.0 0.0 0.0 0.06
H -0.560653 -3.070060 5.928753 0.0 0.0 0.0 0.09
H -1.514089 -3.682522 4.562056 0.0 0.0 0.0 0.09

=====

67
Properties=species:S:1:pos:R:3:forces:R:3:lowdin_charge:R:1 method="wB97M-V/def2-TZVPD" e_homo_ev=-16.55 largest_force_ha_per_bohr=0.00160 total_charge=+3 lumo_energy_ev=-8.310 e_tot_ev=-46277.020 orbital_gap_ev=8.244
Os -0.655199 0.314885 0.325287 0.1 0.0 0.0 1.22
N 0.800973 0.158566 -1.201628 0.0 0.0 0.0 -0.10
C 1.956457 0.945683 -0.667688 0.0 0.0 0.0 -0.17
C 1.430182 2.294529 -0.226952 0.0 0.0 0.0 -0.14
N 0.267479 2.145694 0.716897 0.0 0.0 0.0 -0.30
C -0.705235 3.274104 0.489710 0.0 0.0 0.0 -0.12
C -1.925709 2.809859 -0.313963 0.0 0.0 0.0 -0.15
N -1.616665 1.554000 -1.061260 0.0 0.0 0.0 -0.09
C 0.724919 2.113093 2.137974 0.0 0.0 0.0 -0.15
C -0.370853 1.562164 3.033225 0.0 0.0 0.0 -0.17
N -0.836265 0.242550 2.493203 -0.1 0.1 0.0 -0.06
H 1.105942 -0.802936 -1.344316 0.0 0.0 0.0 0.08
H 0.568429 0.495891 -2.137114 0.0 0.0 0.0 0.11
H 2.735477 1.071853 -1.420741 0.0 0.0 0.0 0.14
H 2.377283 0.378269 0.162320 0.0 0.0 0.0 0.12
H 1.070351 2.832956 -1.105772 0.0 0.0 0.0 0.13
H 2.211889 2.910312 0.221509 0.0 0.0 0.0 0.15
H -0.181813 4.093121 -0.002237 0.0 0.0 0.0 0.14
H -1.042268 3.657829 1.449736 0.0 0.0 0.0 0.13
H -2.270159 3.591266 -0.991848 0.0 0.0 0.0 0.14
H -2.747764 2.563225 0.356457 0.0 0.0 0.0 0.12
H -1.079446 1.788358 -1.897135 0.0 0.0 0.0 0.11
H -2.492234 1.176354 -1.416667 0.0 0.0 0.0 0.09
H 1.032335 3.108248 2.468421 0.0 0.0 0.0 0.15
H 1.601275 1.462253 2.180768 0.0 0.0 0.0 0.13
H -1.235950 2.223235 3.059937 0.0 0.0 0.0 0.12
H -0.003657 1.464310 4.054601 0.0 0.0 0.0 0.14
H -1.725396 -0.019120 2.912949 0.0 0.0 0.0 0.10
H -0.186797 -0.490403 2.790772 0.0 0.0 0.0 0.11
C -2.829680 -3.546078 -2.262859 0.0 0.0 0.0 0.02
C -2.961568 -3.511755 -0.751559 0.0 0.0 0.0 -0.42
C -4.051763 -4.439221 -0.264544 0.0 0.0 0.0 0.03
O -1.661008 -3.988689 -0.206223 0.0 0.0 0.0 0.08
B -0.906123 -2.898076 0.023244 0.0 0.0 0.0 -0.96
O -1.574314 -1.696355 -0.113051 0.0 0.0 0.0 -0.12
C -3.039984 -2.071653 -0.166462 0.0 0.0 0.0 -0.41
C -3.543037 -2.016917 1.262284 0.0 0.0 0.0 0.01
C -3.775020 -1.089619 -1.046735 0.0 0.0 0.0 0.01
H -2.586858 -4.559704 -2.578316 0.0 0.0 0.0 0.11
H -2.045623 -2.876870 -2.622519 0.0 0.0 0.0 0.10
H -3.769975 -3.270667 -2.738969 0.0 0.0 0.0 0.11
H -3.936834 -5.415834 -0.732928 0.0 0.0 0.0 0.11
H -5.029940 -4.052903 -0.554964 0.0 0.0 0.0 0.12
H -4.033284 -4.565577 0.815691 0.0 0.0 0.0 0.10
H -3.007000 -2.707017 1.915802 0.0 0.0 0.0 0.11
H -4.602596 -2.266382 1.301527 0.0 0.0 0.0 0.12
H -3.437901 -0.999198 1.641492 0.0 0.0 0.0 0.08
H -3.288224 -0.954591 -2.011691 0.0 0.0 0.0 0.10
H -3.879374 -0.134733 -0.527948 0.0 0.0 0.0 0.09
H -4.785994 -1.455921 -1.231122 0.0 0.0 0.0 0.12
C 0.047140 -7.960040 -0.027986 0.0 0.0 0.0 0.03
C 1.009761 -6.878250 0.313143 0.0 0.0 0.0 -0.19
C 2.329091 -7.077559 0.648310 0.0 0.0 0.0 0.08
C 3.140524 -5.977326 0.923298 0.0 0.0 0.0 -0.23
N 2.638655 -4.722551 0.864646 0.0 0.0 0.0 0.14
C 1.392392 -4.565567 0.546614 0.0 0.0 0.0 -0.55
S 0.852781 -2.871588 0.516652 0.0 0.0 0.0 1.12
N 0.565989 -5.595731 0.269388 0.0 0.0 0.0 0.17
C 4.570593 -6.109373 1.290907 0.0 0.0 0.0 0.01
H 0.338503 -8.892473 0.449310 0.0 0.0 0.0 0.11
H 0.052870 -8.123024 -1.108786 0.0 0.0 0.0 0.12
H -0.967677 -7.706445 0.277511 0.0 0.0 0.0 0.10
H 2.723425 -8.082105 0.700369 0.0 0.0 0.0 0.15
H -0.410047 -5.403969 0.039444 0.0 0.0 0.0 0.14
H 4.881347 -7.147562 1.362586 0.0 0.0 0.0 0.10
H 4.750228 -5.603217 2.240711 0.0 0.0 0.0 0.11
H 5.180346 -5.599011 0.542189 0.0 0.0 0.0 0.11